1.
# C42H59Br2N8O3RbSeSi

A structure of composition C42H59Br2N8O3RbSeSi (ωB97M-V with the def2-TZVPD basis set, the Open Molecules 2025 dataset).

```
117
Properties=species:S:1:pos:R:3:forces:R:3
Rb -0.239 -0.392 0.172 -0.13 -0.30 -0.41
C 4.119 2.221 -2.504 -0.12 0.00 0.04
N 3.294 3.064 -1.655 0.11 -0.09 -0.13
C 3.808 4.390 -1.367 -0.05 -0.03 0.10
C 2.140 2.562 -1.143 0.00 0.09 -0.02
O 1.710 1.461 -1.429 0.00 0.03 0.06
C 1.381 3.484 -0.191 -0.09 -0.07 -0.03
O 0.487 2.697 0.544 0.01 -0.02 0.06
C -0.428 3.459 1.281 0.05 -0.11 -0.10
C -1.341 2.472 2.003 -0.02 0.04 0.05
O -1.036 1.294 2.062 -0.19 0.30 0.33
N -2.487 2.962 2.538 -0.13 -0.12 0.00
C -3.399 2.038 3.199 0.12 0.00 -0.02
C -2.761 4.369 2.726 0.11 0.06 -0.01
H 4.140 2.604 -3.527 0.03 0.00 0.01
H 3.698 1.220 -2.508 0.02 -0.01 -0.02
H 5.140 2.186 -2.116 0.00 0.00 -0.01
H 4.415 4.715 -2.210 -0.01 0.02 -0.01
H 4.436 4.400 -0.470 0.01 0.02 -0.02
H 3.004 5.113 -1.242 0.02 0.00 -0.02
H 0.841 4.227 -0.797 0.02 0.03 0.02
H 2.066 4.014 0.481 0.00 0.02 -0.01
H -1.008 4.105 0.609 0.00 0.00 0.00
H 0.085 4.094 2.020 -0.04 0.04 -0.01
H -3.141 1.026 2.906 -0.02 -0.03 0.02
H -4.423 2.254 2.892 0.01 0.04 -0.01
H -3.328 2.124 4.287 0.00 0.00 -0.01
H -2.263 4.978 1.975 -0.02 -0.01 0.03
H -2.441 4.711 3.716 -0.02 0.00 0.00
H -3.835 4.539 2.643 -0.01 0.01 -0.04
C 1.229 -4.179 1.633 -0.12 0.00 -0.08
C -0.203 -4.365 1.195 -0.09 -0.13 0.01
C -0.776 -5.628 1.207 0.03 -0.02 0.02
C -2.106 -5.738 0.792 0.05 0.08 0.01
C -2.790 -4.620 0.391 0.01 -0.06 -0.01
C -2.146 -3.344 0.390 -0.04 0.33 -0.09
N -0.846 -3.267 0.803 0.20 -0.11 0.11
N -2.721 -2.200 0.012 -0.11 -0.07 0.03
Si -4.296 -1.895 -0.499 -0.21 0.34 -0.14
C -4.442 -0.001 -0.621 -0.07 -0.22 -0.09
C -4.745 -2.600 -2.217 0.15 0.06 0.13
C -5.749 -2.411 0.616 0.30 -0.04 0.02
H 1.519 -4.935 2.363 0.05 0.00 -0.01
H 1.349 -3.187 2.068 0.04 -0.01 0.02
H 1.899 -4.259 0.772 0.03 0.01 0.02
H -0.212 -6.493 1.530 0.01 0.02 0.02
H -2.591 -6.709 0.797 -0.05 0.02 -0.03
H -3.822 -4.683 0.069 0.01 -0.03 0.00
H -3.533 0.428 -1.052 -0.01 -0.11 0.10
H -4.580 0.431 0.375 0.03 -0.01 0.03
H -5.298 0.298 -1.238 0.03 -0.05 0.14
H -3.918 -2.475 -2.922 0.01 -0.02 0.03
H -5.629 -2.108 -2.635 -0.03 0.00 0.03
H -4.958 -3.670 -2.158 0.01 0.00 0.00
H -5.624 -1.994 1.619 0.00 -0.02 0.00
H -5.820 -3.497 0.716 -0.03 0.01 0.01
H -6.700 -2.046 0.220 0.01 0.01 -0.06
Br 4.760 -1.874 -5.310 -0.12 0.01 0.14
C 3.490 -1.741 -3.905 0.06 0.00 -0.18
C 2.150 -1.579 -4.199 0.06 0.01 0.04
C 1.278 -1.459 -3.124 0.01 0.00 -0.12
N 1.663 -1.500 -1.859 0.02 -0.12 0.22
C 2.953 -1.674 -1.589 0.01 0.01 -0.38
C 3.915 -1.795 -2.592 -0.03 0.01 0.12
C 3.366 -1.734 -0.163 0.22 -0.11 0.34
C 4.366 -2.622 0.234 -0.09 0.03 -0.10
C 4.744 -2.625 1.562 0.12 -0.07 0.14
Br 6.089 -3.822 2.158 -0.13 0.11 -0.07
C 4.139 -1.767 2.461 0.01 -0.06 -0.06
C 3.138 -0.943 1.968 0.09 -0.01 0.07
N 2.759 -0.919 0.698 -0.15 0.07 -0.19
H 1.798 -1.544 -5.220 -0.03 0.02 0.01
H 0.215 -1.324 -3.300 0.01 0.02 0.01
H 4.963 -1.906 -2.352 0.00 0.00 -0.01
H 4.805 -3.316 -0.469 0.03 0.02 0.00
H 4.422 -1.755 3.504 -0.03 0.02 0.01
H 2.616 -0.263 2.635 0.00 -0.02 0.00
C -3.185 2.986 -6.267 0.07 -0.08 -0.04
C -2.797 1.524 -6.486 -0.14 0.05 0.06
C -3.772 0.523 -5.856 0.18 0.15 0.11
C -3.610 0.345 -4.344 -0.07 -0.15 -0.34
N -4.135 1.445 -3.554 0.06 0.12 0.21
C -3.402 2.226 -2.715 -0.33 0.17 -0.07
Se -1.588 2.261 -2.584 0.44 -0.04 0.23
N -4.275 3.000 -2.008 0.02 -0.23 -0.08
C -3.926 3.789 -0.839 0.26 0.24 0.04
C -3.308 5.155 -1.136 -0.23 -0.04 -0.12
C -4.185 6.120 -1.940 0.07 -0.11 -0.09
C -4.233 5.819 -3.440 -0.05 0.05 0.11
C -5.573 2.696 -2.391 -0.07 0.02 -0.23
C -6.798 3.217 -2.006 0.03 0.01 0.06
C -7.933 2.687 -2.601 -0.02 0.04 0.04
C -7.845 1.667 -3.546 0.00 -0.07 0.00
C -6.618 1.157 -3.945 0.05 -0.07 -0.04
C -5.482 1.703 -3.368 -0.13 0.16 0.08
H -2.454 3.648 -6.735 -0.02 0.03 0.01
H -3.223 3.234 -5.207 0.02 0.05 -0.01
H -4.162 3.200 -6.708 -0.02 0.00 0.03
H -1.796 1.352 -6.082 0.01 -0.03 -0.02
H -2.750 1.329 -7.560 0.04 0.00 0.00
H -3.613 -0.462 -6.300 -0.04 -0.01 -0.01
H -4.797 0.824 -6.087 -0.03 -0.08 -0.06
H -2.554 0.256 -4.096 -0.02 -0.02 0.08
H -4.115 -0.566 -4.014 -0.01 0.08 0.03
H -3.222 3.200 -0.244 -0.09 -0.05 -0.04
H -4.840 3.915 -0.257 -0.03 -0.07 0.00
H -2.367 4.997 -1.665 0.09 0.02 0.04
H -3.080 5.606 -0.164 0.04 -0.02 -0.03
H -3.781 7.126 -1.804 -0.07 0.02 0.02
H -5.202 6.129 -1.533 0.02 0.05 0.04
H -3.222 5.699 -3.834 -0.01 -0.02 -0.04
H -4.714 6.639 -3.976 0.02 -0.01 -0.03
H -4.794 4.912 -3.659 0.03 0.00 -0.04
H -6.874 4.008 -1.271 0.01 -0.01 0.00
H -8.905 3.075 -2.326 0.01 -0.02 0.01
H -8.750 1.257 -3.974 0.00 0.02 -0.01
H -6.557 0.356 -4.668 0.01 0.01 -0.01
```
Forces are in eV/Å.

Values from the calculation:
**HOMO**: -5.6932 eV
**HOMO-LUMO gap**: 5.65 eV
**Energy above the lowest of the compared OMol25 structures with the same formula, charge and spin**: 0.958 eV
**DFT total energy**: -276543.4504 eV


2.
# C42H59CrN7O2S

A structure of composition C42H59CrN7O2S (ωB97M-V with the def2-TZVPD basis set, the Open Molecules 2025 dataset).

```
112
Properties=species:S:1:pos:R:3:forces:R:3
Cr 0.224 0.151 -0.263 0.04 0.11 -0.05
C -2.932 3.691 5.304 0.01 -0.01 0.00
C -2.565 2.201 5.373 -0.03 0.01 -0.02
C -1.361 2.039 6.299 0.00 0.00 0.00
C -3.741 1.406 5.961 0.01 0.00 -0.01
C -2.277 1.691 3.968 -0.05 0.01 0.03
C -1.076 1.173 3.599 0.03 -0.04 -0.02
C -0.876 0.746 2.264 -0.01 0.02 -0.05
N 0.252 0.248 1.729 -0.04 -0.02 0.18
C 1.390 -0.202 2.293 0.07 0.00 -0.10
C 1.629 -0.485 3.660 0.00 0.01 -0.01
C 2.849 -0.946 4.052 0.03 -0.01 0.01
C 3.873 -1.140 3.061 -0.04 -0.01 0.02
C 3.711 -0.948 1.723 0.02 0.01 -0.01
C 2.421 -0.473 1.294 -0.08 0.01 0.12
O 2.141 -0.284 0.066 -0.01 -0.08 -0.09
C 4.804 -1.235 0.698 -0.03 0.02 -0.02
C 6.087 -1.722 1.373 -0.01 0.01 0.00
C 4.328 -2.338 -0.263 0.01 0.00 0.01
C 5.135 0.045 -0.087 0.00 0.00 0.00
C 3.174 -1.289 5.499 0.04 0.00 0.00
C 4.349 -0.414 5.965 -0.02 -0.01 -0.01
C 1.988 -1.043 6.429 0.00 0.00 -0.01
C 3.570 -2.771 5.592 -0.01 0.01 0.00
C -1.924 0.900 1.265 0.08 0.03 0.07
O -1.642 0.576 0.057 -0.06 -0.07 0.03
C -3.198 1.420 1.672 -0.02 -0.04 -0.09
C -3.311 1.780 2.982 0.03 -0.02 0.03
C -4.390 1.664 0.734 0.02 0.00 0.03
C -5.656 1.065 1.368 0.00 0.03 0.00
C -4.250 1.045 -0.659 -0.01 0.03 -0.03
C -4.566 3.181 0.567 0.00 -0.01 0.01
H -3.144 4.067 6.306 0.00 0.00 0.00
H -3.817 3.867 4.691 0.00 0.00 0.00
H -2.109 4.274 4.886 0.00 0.00 0.00
H -1.617 2.411 7.292 0.01 0.00 0.00
H -0.499 2.609 5.946 0.00 0.00 0.01
H -1.072 0.991 6.404 0.00 0.00 0.00
H -3.963 1.763 6.968 0.00 0.00 0.00
H -3.500 0.343 6.019 -0.01 0.00 0.00
H -4.648 1.516 5.365 0.00 0.00 0.00
H -0.255 1.150 4.294 0.01 0.00 0.01
H 0.829 -0.391 4.372 -0.01 0.00 0.00
H 4.831 -1.496 3.411 0.00 0.00 0.01
H 5.933 -2.656 1.919 0.01 0.00 0.00
H 6.495 -0.977 2.058 0.00 -0.01 0.00
H 6.840 -1.910 0.606 0.00 0.00 0.00
H 4.098 -3.254 0.287 0.00 0.00 -0.01
H 5.123 -2.565 -0.976 0.00 0.00 0.00
H 3.446 -2.032 -0.822 0.00 0.00 0.00
H 5.491 0.827 0.588 0.00 0.00 0.00
H 4.273 0.423 -0.631 0.01 0.00 0.00
H 5.930 -0.166 -0.805 0.00 0.01 0.00
H 4.090 0.645 5.912 0.00 0.00 0.00
H 5.244 -0.575 5.364 0.00 0.00 0.01
H 4.597 -0.654 7.000 0.00 0.00 0.00
H 1.678 0.004 6.421 0.00 0.00 0.00
H 2.273 -1.294 7.451 0.00 0.00 0.00
H 1.130 -1.666 6.165 0.00 0.01 0.00
H 4.446 -3.001 4.986 0.00 0.00 0.00
H 2.750 -3.413 5.264 0.00 0.00 0.00
H 3.808 -3.024 6.626 0.00 0.00 0.00
H -4.254 2.201 3.305 0.01 0.00 0.01
H -5.533 -0.008 1.535 0.00 0.00 0.00
H -6.506 1.220 0.700 0.00 -0.01 0.00
H -5.908 1.528 2.322 0.00 -0.01 -0.01
H -4.077 -0.029 -0.598 0.01 -0.04 0.00
H -3.441 1.493 -1.233 -0.01 -0.02 0.00
H -5.186 1.210 -1.199 0.00 0.00 0.00
H -4.737 3.671 1.527 -0.01 0.01 0.00
H -5.421 3.390 -0.079 0.00 0.00 0.00
H -3.677 3.624 0.114 0.00 0.00 0.00
C -0.460 -1.260 -4.280 -0.01 0.00 0.01
C -0.194 -1.055 -2.828 0.03 -0.06 0.08
N -0.005 0.095 -2.277 0.07 0.05 -0.19
N -0.060 1.218 -3.038 0.02 0.04 0.02
C 0.255 2.307 -2.364 -0.01 -0.13 0.06
N 0.212 3.460 -3.046 0.03 0.04 0.01
S 0.739 2.396 -0.690 -0.04 0.10 -0.07
C -0.119 -2.201 -1.897 -0.03 0.09 -0.03
C -0.141 -3.519 -2.319 0.00 -0.04 -0.04
C -0.044 -4.530 -1.373 -0.01 0.01 0.01
C 0.060 -4.200 -0.034 0.02 0.00 -0.01
C 0.069 -2.860 0.317 0.00 0.00 -0.01
N -0.016 -1.890 -0.589 -0.04 -0.10 0.04
H -0.517 -0.301 -4.782 0.00 0.00 -0.01
H -1.399 -1.801 -4.419 0.01 0.00 0.00
H 0.335 -1.855 -4.735 0.01 0.01 0.00
H 0.023 3.441 -4.033 -0.01 -0.01 0.00
H 0.490 4.317 -2.605 0.00 0.00 -0.01
H -0.221 -3.749 -3.372 0.00 0.00 0.01
H -0.052 -5.566 -1.683 0.00 0.00 -0.01
H 0.126 -4.957 0.733 0.00 0.01 0.01
H 0.136 -2.550 1.350 -0.02 0.00 0.01
N -2.585 -2.190 1.437 0.01 -0.04 0.03
C -3.348 -2.440 0.600 -0.09 0.10 0.04
N -4.204 -2.686 -0.371 0.09 0.03 -0.04
C -3.737 -2.627 -1.765 -0.01 -0.05 0.03
C -4.902 -2.920 -2.696 -0.02 0.01 -0.01
C -6.100 -2.033 -2.362 0.00 -0.02 0.02
C -6.549 -2.194 -0.891 -0.01 0.01 -0.01
C -5.591 -3.070 -0.091 0.01 0.01 0.00
H -2.928 -3.347 -1.912 0.01 -0.01 -0.01
H -3.340 -1.625 -1.963 0.00 0.00 0.00
H -5.178 -3.975 -2.625 0.01 0.00 0.00
H -4.576 -2.750 -3.723 -0.01 -0.01 0.00
H -6.923 -2.262 -3.038 0.00 0.02 0.00
H -5.823 -0.993 -2.549 0.01 0.01 0.00
H -7.544 -2.637 -0.833 -0.01 0.01 -0.01
H -6.609 -1.214 -0.415 -0.01 -0.01 0.01
H -5.732 -4.127 -0.332 0.00 0.00 0.00
H -5.759 -2.956 0.978 0.01 -0.01 0.01
```
Forces are in eV/Å.

Values from the calculation:
**HOMO (spin up / spin down)**: -10.0923 / -10.1031 eV
**HOMO-LUMO gap (spin up / spin down)**: 5.97 / 5.67 eV
**Spin multiplicity**: 4
**Energy above the lowest of the compared OMol25 structures with the same formula, charge and spin**: 0.000 eV
**DFT total energy**: -98292.6921 eV
**Charge**: +1